# 1
This record from OMol25 describes a molecular structure, C42H112As2F24N7O14P2 in a non-equilibrium geometry. The level of theory is wB97M-V/def2-TZVPD.

Cartesian coordinates (Å):
C1 18.3652 23.3755 17.8215
O1 19.4589 22.9683 18.6300
C2 19.8614 21.6538 18.3713
C3 21.2389 21.4513 19.0215
N1 22.1938 22.6074 18.7497
H1 22.3365 22.5880 17.7501
H2 21.7603 23.4775 19.0240
C4 23.5569 22.3777 19.3898
C5 24.6784 23.4102 18.9674
O2 24.8035 23.4612 17.5403
C6 25.2587 24.6826 16.9823
H3 17.4509 22.7844 17.8754
H4 18.5770 23.3775 16.7523
H5 18.0847 24.3820 18.1322
H6 19.7561 21.5019 17.2971
H7 19.0712 20.9903 18.7227
H8 21.6428 20.4955 18.6879
H9 21.1758 21.3911 20.1080
H10 23.8383 21.3537 19.1440
H11 23.2876 22.5776 20.4269
H12 25.6566 23.1791 19.3891
H13 24.3037 24.3841 19.2824
H14 26.1999 24.9259 17.4753
H15 24.5694 25.4931 17.2186
H16 25.3727 24.5704 15.9041
C7 13.3351 24.3636 12.2107
O3 13.1281 22.9429 12.0166
C8 12.2332 22.8017 10.8874
C9 12.3444 21.4698 10.1847
N2 13.8086 21.3320 9.7596
H17 13.9129 21.7082 8.8281
H18 14.3841 21.9420 10.3224
C10 14.3837 19.8525 9.8241
C11 14.7212 19.4104 11.2362
O4 15.6268 20.3411 11.8462
C12 16.9171 20.4522 11.2526
H19 13.8086 24.6209 13.1582
H20 12.4340 24.9741 12.1524
H21 14.0126 24.7350 11.4419
H22 12.4064 23.5800 10.1443
H23 11.2016 22.8220 11.2388
H24 11.7891 21.4330 9.2476
H25 12.0429 20.6184 10.7948
H26 15.2305 19.9481 9.1444
H27 13.6156 19.2583 9.3291
H28 15.2265 18.4548 11.0963
H29 13.8043 19.2025 11.7878
H30 16.8014 21.0933 10.3787
H31 17.3767 19.5168 10.9334
H32 17.5212 20.9854 11.9866
C13 11.8956 17.5488 21.0159
O5 11.4954 17.4788 22.4287
C14 10.2367 16.8347 22.5404
C15 10.4648 15.9510 23.8320
N3 11.7979 15.1802 23.7393
H33 12.4901 15.7821 23.3167
H34 12.0567 15.0083 24.7003
C16 11.6953 13.8665 22.9992
C17 12.8774 12.9466 23.3568
O6 12.7518 12.7077 24.7191
C18 13.9154 12.2102 25.4501
H35 11.7804 16.5486 20.5983
H36 12.8520 17.9967 20.7459
H37 11.1723 18.2201 20.5530
H38 9.8591 16.3010 21.6682
H39 9.4930 17.6243 22.6476
H40 9.6372 15.2690 24.0271
H41 10.5984 16.5665 24.7216
H42 11.6664 14.2115 21.9656
H43 10.7643 13.4440 23.3770
H44 13.7746 13.5619 23.2904
H45 13.0413 12.0814 22.7144
H46 13.6101 12.0502 26.4842
H47 14.7761 12.8769 25.3972
H48 14.2602 11.2428 25.0850
C19 15.1927 25.1405 15.4411
O7 15.9898 25.7631 16.4268
C20 16.3069 27.1298 16.2141
C21 17.3850 27.4834 17.2330
N4 16.7521 27.1810 18.6028
H49 15.8502 27.6229 18.7093
H50 16.7025 26.1723 18.5918
C22 17.6325 27.5645 19.8435
C23 17.0606 26.7148 21.0335
O8 17.0115 25.3352 20.6529
C24 16.7520 24.4658 21.7022
H51 15.2911 25.6836 14.5012
H52 14.1315 25.0465 15.6715
H53 15.4915 24.0970 15.3421
H54 15.4642 27.7962 16.3982
H55 16.6002 27.4016 15.2001
H56 17.6847 28.5314 17.2329
H57 18.2812 26.8684 17.1513
H58 17.6126 28.6408 20.0150
H59 18.6530 27.2318 19.6539
H60 16.0229 26.9723 21.2456
H61 17.6437 26.8543 21.9438
H62 17.1289 24.7232 22.6920
H63 17.1255 23.4596 21.5122
H64 15.6692 24.3494 21.7486
C25 14.3401 23.5902 18.5639
O9 14.2761 24.9942 18.7246
C26 13.3853 25.4331 19.7631
C27 12.1563 26.0185 19.0342
N5 11.2187 24.9788 18.3905
H65 11.7178 24.5776 17.6095
H66 11.0315 24.2740 19.0894
C28 9.9020 25.5462 17.8917
C29 9.4650 24.6735 16.7255
O10 10.6110 24.3831 15.9402
C30 10.4116 23.6266 14.7586
H67 15.3484 23.4848 18.1636
H68 13.6072 23.2434 17.8355
H69 14.3984 22.9871 19.4701
H70 14.0525 26.2059 20.1449
H71 13.1529 24.7425 20.5738
H72 12.3856 26.7953 18.3047
H73 11.5583 26.4629 19.8299
H74 10.1224 26.5735 17.6014
H75 9.1894 25.5211 18.7161
H76 8.7333 25.2256 16.1357
H77 8.8627 23.8689 17.1473
H78 11.3614 23.7872 14.2484
H79 9.5738 23.9963 14.1674
H80 10.1440 22.5743 14.8542
C31 16.5759 21.0741 15.2518
O11 15.2808 21.5719 15.6100
C32 14.2242 21.3845 14.6744
C33 13.7045 19.9135 14.7073
N6 13.5498 19.5648 16.1889
H81 14.3938 19.9277 16.6086
H82 12.7642 20.0417 16.6080
C34 13.6390 18.0813 16.5612
C35 14.7856 17.8992 17.4714
O12 15.9405 18.5684 17.0220
C36 17.0165 18.4919 17.9703
H83 17.0631 21.6380 14.4563
H84 16.5670 20.0572 14.8595
H85 17.2175 21.0623 16.1329
H86 14.6194 21.6876 13.7048
H87 13.2947 21.9426 14.7867
H88 14.5485 19.3292 14.3407
H89 12.7724 19.7321 14.1721
H90 13.6073 17.4423 15.6787
H91 12.7013 17.8653 17.0732
H92 15.0312 16.8372 17.4754
H93 14.5187 18.2351 18.4734
H94 17.1933 17.4379 18.1846
H95 16.8129 19.0595 18.8783
H96 17.8411 18.9039 17.3885
C37 17.2293 17.2644 13.7284
O13 16.6374 15.9562 13.5966
C38 15.3084 15.9991 13.1463
C39 14.8265 14.5181 13.0677
N7 15.7100 13.8555 11.9439
H97 15.7142 14.3692 11.0743
H98 16.5838 13.9294 12.4450
C40 15.4610 12.3922 11.5450
C41 16.2303 11.4642 12.4563
O14 15.7501 11.5310 13.8314
C42 16.3821 10.5208 14.6367
H99 18.2344 17.2186 13.3091
H100 17.3276 17.6082 14.7581
H101 16.7211 18.0989 13.2454
H102 15.0455 16.6404 12.3050
H103 14.7483 16.4193 13.9817
H104 13.7717 14.4483 12.8017
H105 15.0679 13.9370 13.9577
H106 15.7982 12.3670 10.5088
H107 14.3736 12.3203 11.5692
H108 17.3131 11.5815 12.4138
H109 16.0602 10.4454 12.1082
H110 15.9146 9.5469 14.4914
H111 16.1437 10.7705 15.6706
H112 17.4671 10.4531 14.5566
As1 14.8456 14.9038 20.2709
F1 13.4315 15.3219 19.2810
F2 15.4890 16.6242 20.1223
F3 16.2638 14.3803 21.2211
F4 14.1971 13.2317 20.4240
F5 15.7005 14.5411 18.7510
F6 13.9893 15.4406 21.8207
As2 20.9009 20.5619 14.7052
F7 20.2524 19.4840 15.9741
F8 21.9669 21.3665 15.9816
F9 21.4932 21.6342 13.3862
F10 19.7221 19.7470 13.5849
F11 19.5518 21.7992 14.9657
F12 22.2154 19.4405 14.3535
P1 11.0512 20.9806 18.2570
F13 11.8353 21.6822 17.0750
F14 11.1810 22.2127 19.3047
F15 9.6842 21.5792 17.5541
F16 10.0944 20.1756 19.3675
F17 10.8119 19.6590 17.3289
F18 12.5338 20.3978 18.7392
P2 10.8364 16.6870 13.7119
F19 10.5144 15.4457 12.6667
F20 11.8817 17.3747 12.6694
F21 9.6656 17.5950 13.0330
F22 11.0660 17.8622 14.7645
F23 9.7342 16.1534 14.7976
F24 12.0830 15.8549 14.4445

Its HOMO energy is -13.89 eV. For the electronic energy, the calculation gives -10654.6129 a.u. For the LUMO energy, the calculation gives -5.75 eV. As for the HOMO-LUMO gap: 8.1 eV. The total charge is +3.

# 2
This record from OMol25 describes 8 unconnected molecules or ions with the total composition C42H112BF4N7O14 in a non-equilibrium geometry. The level of theory is wB97M-V/def2-TZVPD.

Cartesian coordinates (Å):
C1 5.1119 4.9284 -0.5828
O1 4.1743 3.8964 -0.2908
C2 3.1498 4.2915 0.5888
C3 3.3856 3.8586 2.0322
N1 3.6009 2.3779 2.1301
H1 2.8743 1.8439 1.6353
H2 4.5479 2.1840 1.8090
C4 3.5843 1.9720 3.5743
C5 3.9609 0.5205 3.7230
O2 2.8833 -0.1598 3.0953
C6 2.9913 -1.5487 2.9537
H3 5.9809 4.5084 -1.0809
H4 5.4392 5.4804 0.3042
H5 4.6685 5.6768 -1.2479
H6 2.2447 3.7693 0.2574
H7 2.9842 5.3718 0.5922
H8 2.4985 4.1127 2.6085
H9 4.2714 4.3311 2.4542
H10 2.6098 2.1768 4.0078
H11 4.2967 2.6162 4.0922
H12 4.0053 0.2925 4.7934
H13 4.9265 0.2637 3.2754
H14 3.8892 -2.0109 2.5134
H15 2.2121 -1.8998 2.2765
H16 2.8930 -2.0341 3.9315
C7 -2.4754 -3.3557 1.0705
O3 -1.7852 -4.4898 0.5643
C8 -0.6958 -4.9214 1.3244
C9 -0.3295 -6.3192 0.8425
N2 -1.4642 -7.2622 0.9930
H17 -1.7419 -7.3941 1.9690
H18 -2.3221 -6.8433 0.6016
C10 -1.2576 -8.5901 0.2934
C11 -2.5356 -9.3629 0.4269
O4 -3.5879 -8.4985 0.1121
C12 -4.8434 -9.1719 0.0369
H19 -1.8264 -2.5073 1.3078
H20 -3.0185 -3.6357 1.9802
H21 -3.1945 -3.0201 0.3279
H22 -0.9353 -4.9869 2.4006
H23 0.1583 -4.2428 1.2260
H24 0.4796 -6.6925 1.4692
H25 -0.0428 -6.2887 -0.2046
H26 -0.4526 -9.1251 0.7901
H27 -1.0380 -8.3102 -0.7327
H28 -2.6555 -9.8080 1.4256
H29 -2.4884 -10.2135 -0.2677
H30 -4.8891 -9.8226 -0.8391
H31 -5.6429 -8.4435 -0.0637
H32 -5.0173 -9.7538 0.9454
C13 -4.5577 4.7943 2.2935
O5 -3.7806 4.0558 1.3203
C14 -3.3490 4.8586 0.2557
C15 -2.2143 4.1184 -0.4044
N3 -1.7789 4.7896 -1.6665
H33 -2.6507 5.0619 -2.1285
H34 -1.2531 5.6363 -1.4476
C16 -0.9322 3.9125 -2.5545
C17 -1.0319 4.4259 -3.9564
O6 -0.6009 5.7559 -3.8934
C18 -0.5941 6.4059 -5.1714
H35 -3.8724 5.4193 2.8728
H36 -4.9288 4.0361 2.9738
H37 -5.3126 5.4133 1.8143
H38 -3.0593 5.8698 0.5672
H39 -4.2021 4.9609 -0.4403
H40 -2.4388 3.0643 -0.5806
H41 -1.3385 4.0438 0.2473
H42 -1.2023 2.8766 -2.3681
H43 0.0833 4.0083 -2.1735
H44 -2.0560 4.3620 -4.3666
H45 -0.4308 3.8356 -4.6574
H46 -1.5911 6.7960 -5.3973
H47 -0.2891 5.7456 -5.9841
H48 0.0722 7.2602 -5.0991
C19 11.4786 1.8467 0.0672
O7 10.4672 0.8552 -0.1016
C20 10.8476 -0.1547 -1.0052
C21 9.6180 -1.0319 -1.2849
N4 8.3359 -0.2458 -1.1470
H49 8.4414 0.6821 -1.5692
H50 7.6177 -0.6556 -1.7519
C22 7.7771 -0.1625 0.2369
C23 6.4126 0.5170 0.2114
O8 5.6736 -0.0171 -0.8816
C24 4.3699 0.5123 -1.0060
H51 11.5538 2.5050 -0.8032
H52 12.4600 1.3891 0.2167
H53 11.2584 2.4472 0.9450
H54 11.6429 -0.7677 -0.5769
H55 11.1732 0.2932 -1.9500
H56 9.5533 -1.9223 -0.6672
H57 9.6096 -1.3112 -2.3378
H58 8.4871 0.3732 0.8540
H59 7.6033 -1.1992 0.5218
H60 6.5091 1.6015 0.0560
H61 5.8654 0.2932 1.1330
H62 3.8837 -0.0221 -1.8241
H63 4.3874 1.5384 -1.4014
H64 3.6768 0.5176 -0.1622
C25 -3.4809 1.4354 -3.4649
O9 -2.3621 0.7130 -2.9497
C26 -2.3025 -0.6040 -3.4932
C27 -0.9470 -1.2209 -3.1796
N5 0.1607 -0.2211 -3.3854
H65 0.0171 0.5417 -2.7060
H66 1.0515 -0.6493 -3.1350
C28 0.0940 0.2629 -4.8126
C29 1.2659 1.1601 -5.1201
O10 1.3596 2.0278 -4.0087
C30 2.5453 2.8120 -3.9834
H67 -3.6093 2.3796 -2.9340
H68 -4.4033 0.8645 -3.3374
H69 -3.2878 1.7105 -4.5060
H70 -2.5083 -0.5815 -4.5661
H71 -3.0940 -1.1338 -2.9527
H72 -0.7764 -2.0999 -3.7953
H73 -0.9335 -1.4894 -2.1227
H74 -0.8518 0.7886 -4.8987
H75 0.0234 -0.6349 -5.4240
H76 1.0424 1.7541 -6.0130
H77 2.2089 0.6241 -5.2649
H78 2.5417 3.3543 -3.0386
H79 2.5191 3.5443 -4.7948
H80 3.4538 2.2075 -4.0324
C31 -6.8058 3.8206 -2.9214
O11 -7.2456 2.4741 -2.9821
C32 -8.6726 2.4063 -2.9345
C33 -9.0689 0.9877 -3.2249
N6 -8.5329 0.0108 -2.1690
H81 -9.0510 -0.8520 -2.3520
H82 -7.5595 -0.2337 -2.3681
C34 -8.7143 0.3207 -0.7214
C35 -7.5041 1.0391 -0.1287
O12 -6.3319 0.4059 -0.6162
C36 -5.1703 1.1682 -0.3044
H83 -6.9165 4.2166 -1.9027
H84 -7.3844 4.4659 -3.5874
H85 -5.7603 3.8790 -3.2179
H86 -9.0728 3.0438 -3.7245
H87 -8.9785 2.6985 -1.9271
H88 -8.6475 0.6041 -4.1482
H89 -10.1532 0.9353 -3.1398
H90 -8.8414 -0.6286 -0.2028
H91 -9.6497 0.8692 -0.6319
H92 -7.5595 0.9186 0.9557
H93 -7.5372 2.0909 -0.4186
H94 -5.2627 2.2137 -0.6120
H95 -4.3094 0.7833 -0.8554
H96 -4.9580 1.0643 0.7620
C37 2.7921 -5.0573 4.5063
O13 1.5841 -4.4047 4.8786
C38 1.3129 -4.5383 6.2516
C39 0.2874 -3.5127 6.6346
N7 -0.8725 -3.6164 5.6818
H97 -0.4394 -3.5490 4.7445
H98 -1.2461 -4.5658 5.7154
C40 -1.9263 -2.5578 5.7220
C41 -1.4831 -1.3253 4.9693
O14 -0.8734 -1.6552 3.7376
C42 -0.3775 -0.4264 3.1258
H99 3.6327 -4.7189 5.1150
H100 3.0168 -4.8633 3.4591
H101 2.6813 -6.1409 4.6179
H102 2.2035 -4.4448 6.8786
H103 0.8894 -5.5290 6.4866
H104 0.6170 -2.4761 6.5894
H105 -0.0802 -3.7163 7.6401
H106 -2.2107 -2.3072 6.7412
H107 -2.7852 -3.0354 5.2481
H108 -0.8371 -0.7273 5.6262
H109 -2.3637 -0.7082 4.7556
H110 0.2870 -0.6724 2.3073
H111 0.2124 0.0492 3.9115
H112 -1.2335 0.1664 2.8091
B1 0.4232 0.9882 -0.0175
F1 0.6872 1.8457 1.0715
F2 1.3583 -0.0793 0.0064
F3 -0.8757 0.4779 0.0356
F4 0.6044 1.7045 -1.2291

Its HOMO energy is -19.70 eV. For the electronic energy, the calculation gives -3526.2824 a.u. The energy relative to the best compared isomer or geometry (same formula, charge and spin) is 0.00 kcal/mol. For the LUMO energy, the calculation gives -10.39 eV. As for the HOMO-LUMO gap: 9.3 eV. The total charge is +6.